Density functional theory data (ωB97M-V/def2-TZVPD) for a cluster of 3 separate species, C16H41NO10P3S in total at a distorted geometry.

CARTESIAN COORDINATES (ANGSTROEM)
1 C -2.3568 -5.6756 -5.5081
2 C -1.9144 -4.3827 -4.8360
3 C -3.0455 -3.5778 -4.1678
4 N -3.8581 -2.7780 -5.0652
5 C -4.8112 -3.5317 -5.9379
6 P -6.1237 -4.2570 -5.0911
7 O -6.6102 -3.4451 -3.7559
8 O -5.6335 -5.6689 -4.4195
9 S -7.6284 -4.6838 -6.2985
10 H -2.7124 -6.4218 -4.7985
11 H -1.4811 -6.1195 -6.0012
12 H -3.0947 -5.5158 -6.2892
13 H -1.2221 -4.6704 -4.0321
14 H -1.3409 -3.7328 -5.4995
15 H -2.5546 -2.8673 -3.4906
16 H -3.6536 -4.2227 -3.5332
17 H -3.2617 -2.1791 -5.6149
18 H -5.3059 -2.8110 -6.5915
19 H -6.5198 -4.0217 -2.9865
20 H -5.5711 -6.3067 -5.1381
21 O 0.2758 -1.9656 -1.8647
22 P 1.0440 -1.0493 -0.9715
23 O 1.4566 -0.0159 -2.2164
24 C 0.4359 0.7511 -2.8503
25 C -0.0772 1.8832 -1.9744
26 O 2.4322 -1.8806 -0.7881
27 C 2.4200 -3.3094 -0.6720
28 C 2.8619 -3.9497 -1.9705
29 O 1.4619 0.1259 0.0693
30 C 2.8056 0.5444 0.3506
31 C 3.5103 1.2430 -0.7907
32 H -0.3864 0.0962 -3.1504
33 H 0.8808 1.1589 -3.7585
34 H -0.5831 1.4957 -1.0865
35 H -0.7850 2.5010 -2.5281
36 H 0.7441 2.5118 -1.6294
37 H 1.4346 -3.6691 -0.3777
38 H 3.1149 -3.5679 0.1299
39 H 2.3046 -3.5434 -2.8134
40 H 2.7169 -5.0300 -1.9397
41 H 3.9187 -3.7465 -2.1531
42 H 3.4011 -0.2835 0.7312
43 H 2.7082 1.2514 1.1778
44 H 3.7779 0.5483 -1.5836
45 H 4.4310 1.6949 -0.4146
46 H 2.8865 2.0222 -1.2234
47 O 1.2007 6.0072 4.2914
48 P 1.4356 4.6009 4.6468
49 O 0.0543 3.7877 4.5053
50 C -0.5824 3.7029 3.2214
51 C 0.1559 2.7750 2.2770
52 O 1.5587 4.6374 6.2722
53 C 1.8974 5.8400 6.9631
54 C 0.6681 6.4485 7.6047
55 O 2.5060 3.4551 4.4328
56 C 2.8321 2.4377 5.3936
57 C 1.7226 1.4464 5.6520
58 H -0.6775 4.7023 2.7903
59 H -1.5874 3.3263 3.4049
60 H 1.1474 3.1670 2.0375
61 H -0.3982 2.6532 1.3463
62 H 0.2991 1.7937 2.7291
63 H 2.3797 6.5510 6.2941
64 H 2.6253 5.5688 7.7314
65 H -0.1433 6.5359 6.8828
66 H 0.8896 7.4372 8.0092
67 H 0.3100 5.8143 8.4172
68 H 3.1919 2.8836 6.3178
69 H 3.6840 1.9121 4.9599
70 H 0.9114 1.8938 6.2243
71 H 2.1178 0.6091 6.2290
72 H 1.3091 1.0654 4.7193

The value obtained for the HOMO energy is -1.99 eV. As for the total charge: -1. As for the strongest force on any atom: 0.162 Eh/bohr. The molecular weight comes out at 532.5 g mol⁻¹. The calculation puts the total energy at -2863.76934 hartree. For the orbital gap, the calculation gives 2.711 eV.

Density functional theory data (ωB97M-V/def2-TZVPD) for a structure of composition C9H21N3O3Sn at a distorted geometry.

CARTESIAN COORDINATES (ANGSTROEM)
1 Sn 12.7856 10.6590 -28.1124
2 C 15.3155 12.9283 -24.6443
3 C 14.1334 13.3706 -25.4869
4 O 13.5073 12.5984 -26.2166
5 N 13.7887 14.6308 -25.5386
6 C 12.8170 15.3230 -26.4435
7 H 15.4646 11.8622 -24.4729
8 H 15.3252 13.4800 -23.7043
9 H 16.2401 13.2184 -25.1435
10 H 14.4062 15.1484 -24.9296
11 H 12.6119 14.6488 -27.2750
12 H 13.1878 16.2450 -26.8912
13 H 11.8150 15.6620 -26.1805
14 C 11.2401 9.4904 -32.5575
15 C 10.3742 10.1189 -31.4967
16 O 10.9002 10.4699 -30.4311
17 N 9.0855 10.1691 -31.7893
18 C 8.1492 10.8964 -31.0273
19 H 10.8521 9.7752 -33.5355
20 H 11.1883 8.4333 -32.2970
21 H 12.2738 9.8360 -32.5457
22 H 8.6765 9.6516 -32.5541
23 H 8.4448 11.1156 -30.0013
24 H 7.1657 10.4353 -30.9373
25 H 7.9840 11.7713 -31.6561
26 C 11.3355 13.6179 -31.0805
27 C 12.8314 13.7524 -30.6486
28 O 13.3007 12.9169 -29.8779
29 N 13.5077 14.7753 -31.0791
30 C 14.8915 15.1019 -30.7234
31 H 10.9180 13.0209 -30.2698
32 H 11.1126 13.1212 -32.0248
33 H 10.8553 14.5882 -30.9534
34 H 13.1397 15.5407 -31.6257
35 H 15.3314 15.8648 -31.3657
36 H 15.5738 14.2578 -30.8243
37 H 14.9960 15.3784 -29.6743

The value obtained for the HOMO energy is -15.63 eV. As for the total charge: +2. As for the strongest force on any atom: 0.078 Eh/bohr. As for the energy above the lowest of the compared OMol25 structures with the same formula, charge and spin: 50.3 kcal per mole. The molecular weight comes out at 338.0 g mol⁻¹. The calculation puts the total energy at -959.21568 hartree. For the orbital gap, the calculation gives 5.941 eV.

Density functional theory data (ωB97M-V/def2-TZVPD) for the molecule C5H10O2 at a distorted geometry.

CARTESIAN COORDINATES (ANGSTROEM)
1 C 2.6016 -0.2800 0.4063
2 O 1.4421 0.2695 -0.1639
3 C 0.3110 -0.5325 0.0950
4 C -0.8637 0.1453 -0.4917
5 C -2.2094 -0.5097 -0.2653
6 C -0.8335 1.6501 0.2195
7 O -1.3166 2.1077 -0.7948
8 H 2.4991 -0.3839 1.4978
9 H 3.4281 0.3986 0.1868
10 H 2.8248 -1.2714 -0.0177
11 H 0.1348 -0.6250 1.1748
12 H 0.4166 -1.5182 -0.3651
13 H -0.6835 0.1913 -1.6039
14 H -3.0292 0.0765 -0.6997
15 H -2.2272 -1.5028 -0.7310
16 H -2.3791 -0.6039 0.8086
17 H -0.1157 2.3886 0.7444

The value obtained for the HOMO energy is -8.49 eV. As for the total charge: 0. As for the strongest force on any atom: 0.097 Eh/bohr. As for the energy above the lowest of the compared OMol25 structures with the same formula, charge and spin: 102.2 kcal per mole. The molecular weight comes out at 102.1 g mol⁻¹. The calculation puts the total energy at -346.86255 hartree. For the orbital gap, the calculation gives 9.248 eV. As for the structure (SMILES): COC[C@@H](C)C=O.

Density functional theory data (ωB97M-V/def2-TZVPD) for the molecule C19H14ClN3O2.

CARTESIAN COORDINATES (ANGSTROEM)
1 O -0.6108 0.9405 0.6581
2 C 0.5790 1.1461 0.5198
3 N 1.5421 0.1786 0.5833
4 C 1.3518 -1.2072 0.5998
5 C 2.3978 -2.0340 0.1904
6 C 2.2171 -3.4023 0.1289
7 C 0.9876 -3.9609 0.4348
8 C -0.0561 -3.1401 0.8406
9 C -1.3818 -3.7316 1.1605
10 O -1.5347 -4.7426 1.8093
11 N -2.4751 -3.0229 0.7167
12 C -2.5110 -1.9615 -0.1780
13 C -3.5052 -0.9853 -0.0668
14 C -3.4542 0.1037 -0.9123
15 C -2.4325 0.1653 -1.8515
16 Cl -2.2848 1.5242 -2.8978
17 C -1.5330 -0.8870 -1.9334
18 N -1.5774 -1.9212 -1.1205
19 C 0.1425 -1.7718 0.9776
20 C 1.1134 2.5186 0.2785
21 C 2.2303 2.7712 -0.5132
22 C 2.6511 4.0722 -0.7236
23 C 1.9666 5.1295 -0.1474
24 C 0.8440 4.8862 0.6270
25 C 0.4149 3.5887 0.8313
26 H 2.4968 0.4766 0.4378
27 H 3.3494 -1.5991 -0.0834
28 H 3.0357 -4.0353 -0.1793
29 H 0.8254 -5.0242 0.3556
30 H -3.3601 -3.3277 1.1038
31 H -4.2735 -1.0662 0.6865
32 H -4.1784 0.8999 -0.8383
33 H -0.7442 -0.8998 -2.6726
34 H -0.6428 -1.1362 1.3486
35 H 2.7575 1.9630 -1.0017
36 H 3.5143 4.2619 -1.3444
37 H 2.3024 6.1425 -0.3120
38 H 0.3006 5.7093 1.0664
39 H -0.4647 3.3788 1.4209

The value obtained for the HOMO energy is -8.60 eV. As for the total charge: 0. As for the strongest force on any atom: 0.015 Eh/bohr. As for the energy above the lowest of the compared OMol25 structures with the same formula, charge and spin: 0.0 kcal per mole. The molecular weight comes out at 351.8 g mol⁻¹. The calculation puts the total energy at -1507.43102 hartree. For the orbital gap, the calculation gives 9.076 eV. As for the structure (SMILES): O=C(Nc1cccc(C(=O)Nc2ccc(Cl)cn2)c1)c1ccccc1.

Density functional theory data (ωB97M-V/def2-TZVPD) for the ion CCl2NO2S with charge -1 at a distorted geometry.

CARTESIAN COORDINATES (ANGSTROEM)
1 C 1.1670 0.0996 0.1301
2 N 0.1382 0.8890 -0.0740
3 O -1.8062 -0.8320 0.7093
4 O -1.7297 0.3833 -1.4295
5 S -1.6249 0.4726 0.0356
6 Cl 2.7465 0.5870 -0.0221
7 Cl 1.1091 -1.5995 0.6505

The value obtained for the HOMO energy is -4.18 eV. As for the total charge: -1. As for the strongest force on any atom: 0.125 Eh/bohr. As for the energy above the lowest of the compared OMol25 structures with the same formula, charge and spin: 8.8 kcal per mole. The molecular weight comes out at 161.0 g mol⁻¹. The calculation puts the total energy at -1561.94863 hartree. For the orbital gap, the calculation gives 7.381 eV.

Calculated values (eV) of lowest unoccupied orbital energy for the records, taken in order: 0.72 -9.68 0.76 0.47 3.20.